156
Properties=species:S:1:pos:R:3:lowdin_charge:R:1 method="wB97M-V/def2-TZVPD" multiplicity=1 max_force_ev_per_a=8.1 lumo_energy_ev=1.820 charge=-1 homo_ev=-4.83
Ga 0.4384 -1.1937 1.2116 0.371
F -0.7656 2.0475 3.1977 -0.147
O -5.3472 -6.9047 -5.3287 0.103
O 8.3013 -5.4419 -0.0684 -0.014
O 5.0689 -3.5751 5.7943 0.118
O 13.5107 -5.2208 -4.1643 -0.013
O 6.1448 -5.2491 -0.8369 0.124
O -12.9228 4.4613 0.1676 0.107
O -6.3987 6.1456 -0.3684 -0.007
O 7.2254 -3.7679 6.5628 -0.020
O -5.5773 -5.1996 -3.8060 -0.007
O -14.0033 6.3070 1.0066 -0.015
O 2.5007 4.8936 -0.7618 0.106
O 11.6558 -5.6780 -3.0804 0.002
O 0.1227 -6.3496 -1.1560 -0.009
O 3.1725 -0.3414 0.2962 -0.186
O -6.7193 6.7486 -2.4560 -0.003
O 4.1509 4.4825 -2.3065 -0.013
O 3.9536 -1.4979 2.3804 -0.083
O -12.2239 6.6107 -0.2449 -0.006
O 0.1922 11.1714 1.2901 -0.014
O -7.3092 -6.4894 -4.2078 -0.011
O -0.3250 9.7066 2.9830 0.109
O 1.3251 9.2954 1.4382 -0.018
O 11.5026 -4.7993 -5.1977 0.104
O 0.3528 -8.0547 -2.6787 0.100
O -3.7990 2.0779 3.7127 -0.095
O 7.9807 -4.8389 -2.1560 -0.091
O 3.0179 6.3584 -2.4546 -0.012
O -1.6092 -7.6394 -1.5578 -0.014
O -8.5552 6.3384 -1.1369 0.067
O 6.9048 -3.1648 4.4752 -0.018
N -2.6423 -0.9225 2.9707 -0.113
C -6.9176 5.7674 0.9052 -0.043
C -7.9015 -7.5883 -4.8977 -0.057
C -3.9769 -0.8464 2.2398 -0.197
C 0.7041 -0.0818 2.9339 -0.220
C 7.1000 -4.5369 -3.2366 -0.036
C -3.9065 0.5319 -0.2697 -0.022
C 3.1565 5.2124 -1.7413 -0.558
C 1.4835 -5.9941 -1.3929 -0.044
C 7.3527 -5.1834 -1.0035 -0.546
C 7.7824 -5.8201 1.2052 -0.036
C 6.7065 -4.1460 7.8364 -0.061
C 2.2191 -1.4454 0.1098 -0.270
C -3.6802 3.3991 -0.2204 -0.086
C -1.7594 -3.2634 2.0725 -0.278
C -7.6000 7.0506 -3.5366 -0.050
C 0.8211 2.0918 1.2242 -0.103
C -3.7917 1.9781 -1.0595 -0.091
C -0.8265 12.0444 1.7743 -0.056
C 1.5841 8.0530 2.0891 -0.046
C 1.9992 7.2315 -1.9705 -0.046
C -2.2015 -8.7383 -2.2477 -0.058
C -11.1538 6.0815 -1.0254 -0.062
C -3.8250 1.9888 2.2268 -0.119
C 14.1777 -4.7351 -5.3277 -0.057
C 6.2768 -3.5093 5.6278 -0.561
C 0.5659 1.5407 2.7468 -0.349
C -13.0383 5.6700 0.2966 -0.561
C -6.0104 -6.2632 -4.5289 -0.561
C -0.1624 -3.1256 1.7107 -0.312
C -3.7077 3.4588 1.4376 -0.028
C 4.7935 0.8971 2.0251 -0.021
C -2.2633 -2.3409 3.3335 -0.252
C -0.3104 -7.4132 -1.8789 -0.562
C 4.4098 3.2401 -1.6556 -0.047
C -3.9148 0.5811 1.3703 -0.057
C -7.3473 6.4041 -1.3035 -0.529
C 10.2310 -5.7080 -3.0216 -0.049
C 0.3307 10.0253 2.0034 -0.560
C 3.9069 -0.4395 1.5666 -0.305
C 6.0241 -2.8628 3.3947 -0.069
C 12.1565 -5.1927 -4.2445 -0.558
C -4.2165 -4.8441 -4.0429 -0.042
C -14.9397 5.4356 1.6375 -0.058
H -3.6219 4.4879 2.0246 0.087
H -0.6262 -0.5943 0.1771 -0.049
H -15.4786 4.8427 0.8914 0.097
H 7.5520 -4.3285 8.5052 0.089
H 3.5263 2.5944 -1.6907 0.102
H -0.6033 12.3691 2.7957 0.097
H 5.3900 -2.0052 3.6416 0.071
H 0.0023 -3.7713 0.7203 0.039
H -10.4986 5.4573 -0.4092 0.092
H 2.6554 -2.5042 0.3515 0.063
H 6.0996 -3.3397 8.2608 0.097
H -10.5677 6.9213 -1.4087 0.080
H -2.6789 -0.2830 3.7943 0.098
H 1.9767 8.1146 -2.6149 0.094
H -4.0689 -4.5573 -5.0891 0.099
H -8.9391 -7.6771 -4.5641 0.092
H 4.2248 1.9030 1.7588 0.076
H -6.9908 7.3124 -4.4060 0.094
H 7.1755 -5.0138 1.6296 0.084
H -7.5245 6.5737 1.3296 0.097
H -3.1461 -2.8203 3.9589 0.105
H 9.9414 -6.1133 -2.0482 0.093
H -4.9150 -0.8831 2.9672 0.119
H -8.2341 7.9082 -3.2896 0.097
H 1.7746 -0.3698 3.3641 0.057
H 6.4906 -5.4095 -3.4933 0.105
H -7.4998 4.8436 0.8260 0.105
H 8.6280 -6.0026 1.8740 0.098
H -7.3813 -8.5210 -4.6568 0.097
H 0.7006 7.4074 2.0541 0.106
H 13.9306 -5.3498 -6.1993 0.097
H 7.2002 -6.7439 1.1260 0.102
H 7.7092 -4.2751 -4.1060 0.095
H 6.6333 -2.6010 2.5252 0.094
H 1.6311 -5.7073 -2.4391 0.099
H -11.5414 5.5145 -1.8779 0.102
H -1.6813 -9.6710 -2.0068 0.096
H -3.9778 -3.9826 -3.4132 0.098
H 1.8948 1.8788 0.7935 0.068
H 13.9242 -3.6854 -5.5081 0.098
H 0.7326 3.2810 1.2764 0.077
H -2.2013 -8.5612 -3.3281 0.096
H 9.8261 -6.3615 -3.8010 0.109
H -3.5656 4.3872 -0.8799 0.080
H -4.0648 -1.7570 1.4732 0.114
H 5.8013 0.8330 1.3911 0.093
H -1.8063 11.5583 1.7265 0.099
H 5.4147 -3.7354 3.1379 0.102
H 15.2550 -4.8035 -5.1529 0.092
H -1.9168 -4.3968 2.4135 0.099
H 2.1510 -6.8171 -1.1178 0.099
H 1.9036 8.2182 3.1232 0.099
H -3.2391 -8.8271 -1.9141 0.092
H 2.3964 7.5539 1.5538 0.088
H 0.5553 -3.6362 2.5166 0.064
H 6.1243 -5.0698 7.7572 0.096
H 2.2224 7.5562 -0.9491 0.081
H 6.4659 -3.6793 -2.9896 0.105
H -0.0531 1.7544 0.4983 0.072
H -15.6648 6.0516 2.1763 0.091
H -14.4358 4.7854 2.3600 0.098
H -3.9765 -0.5220 -0.7962 0.093
H -3.7536 1.9472 -2.2366 0.069
H -1.3296 -2.2572 4.0717 0.120
H -3.3640 2.9576 3.9395 0.104
H 1.0194 6.7453 -2.0183 0.102
H -2.3737 -3.0970 1.0870 0.089
H -0.8490 12.9275 1.1298 0.092
H -7.9013 -7.4112 -5.9781 0.097
H -6.0720 5.5849 1.5740 0.082
H 9.8197 -4.6972 -3.1098 0.092
H -3.5490 -5.6671 -3.7678 0.093
H 1.7222 -5.1326 -0.7632 0.086
H -0.0650 -0.3911 3.7795 0.049
H 4.9830 0.9154 3.1842 0.092
H -8.2094 6.1780 -3.7933 0.100
H 4.7293 3.4053 -0.6216 0.092
H 5.2221 2.7410 -2.1909 0.094
H 1.3630 2.0502 3.4576 0.124
H 1.9425 -1.4513 -1.0490 0.076